Entry 1:
21
Properties=species:S:1:pos:R:3:forces:R:3:nbo_charge:R:1 method="wB97M-V/def2-TZVPD" lumo_energy_ha=0.0405 smiles=NCCCCN.O orbital_gap_ev=10.053
N -1.999745 -1.501204 0.737244 -0.188 0.510 0.283 -0.858
C -0.729962 -1.958489 1.270591 -0.147 -0.022 0.310 -0.208
C 0.432721 -1.469131 0.430164 -0.349 -0.160 0.044 -0.399
C 0.591247 0.041288 0.403316 0.510 0.273 -0.244 -0.419
C -0.488591 0.861947 -0.284215 0.215 -0.023 -0.224 -0.226
N 0.017028 2.241605 -0.531596 -0.600 -0.154 0.585 -0.848
H -2.778020 -2.030577 1.088094 -0.174 -0.124 -0.131 0.364
H -2.018308 -1.439987 -0.266265 -0.058 -0.282 -0.169 0.356
H -0.728317 -3.049690 1.366853 0.334 -0.053 -0.053 0.168
H -0.612604 -1.549803 2.284276 -0.033 -0.092 -0.060 0.174
H 0.321114 -1.877658 -0.582308 0.137 0.113 -0.001 0.194
H 1.340841 -1.882036 0.859588 0.201 -0.173 -0.088 0.215
H 0.795827 0.396704 1.418859 -0.260 0.080 0.069 0.191
H 1.500375 0.274160 -0.161782 0.096 -0.103 0.045 0.227
H -1.429209 0.885697 0.259128 0.019 -0.154 0.118 0.199
H -0.667726 0.379460 -1.251913 -0.166 0.135 -0.030 0.171
H 0.613843 2.462126 0.259788 0.397 0.021 -0.117 0.354
H -0.772478 2.853779 -0.348903 -0.013 0.195 -0.453 0.356
O 2.389677 1.841479 -2.118314 -0.266 0.076 -0.224 -0.973
H 2.776601 2.427094 -2.776972 -0.053 -0.067 0.036 0.463
H 1.445686 2.093236 -2.055633 0.397 0.003 0.302 0.496

Entry 2:
14
Properties=species:S:1:pos:R:3:forces:R:3:nbo_charge:R:1 method="wB97M-V/def2-TZVPD" lumo_energy_ha="0.1932 / 0.0563" multiplicity=3 total_charge=-2 orbital_gap_ev="7.143 / 3.342"
Cu 20.850890 21.968450 -8.018100 -1.926 0.683 -0.197 1.448
Cl 19.413070 20.553370 -6.445990 0.981 0.300 -0.550 -0.845
Cl 21.848940 21.057580 -10.154070 -0.131 0.303 0.810 -0.861
Cl 21.581800 24.100130 -6.956300 0.090 -0.835 -0.354 -0.868
O 17.409260 24.193450 -9.520720 -2.268 4.123 -4.371 -0.682
C 17.968180 23.414000 -8.730820 0.347 -5.436 9.234 0.933
O 17.400950 23.101290 -7.639450 -0.284 0.912 -1.735 -0.771
O 19.095190 22.969390 -9.019890 3.472 -0.721 -1.614 -0.829
H 18.164730 24.387820 -10.080250 0.013 0.498 -1.072 0.481
O 22.578430 20.759950 -7.005490 1.308 0.604 -1.474 -0.642
C 23.913930 20.763250 -6.930750 -1.754 0.637 -1.718 0.916
O 24.322420 20.374860 -5.868620 2.753 -1.052 2.775 -0.544
O 24.763240 21.125410 -7.762210 0.354 0.334 -1.241 -0.254
H 22.640780 20.568230 -6.066900 -2.954 -0.351 1.506 0.518

Entry 3:
15
Properties=species:S:1:pos:R:3:forces:R:3:nbo_charge:R:1 method="wB97M-V/def2-TZVPD" lumo_energy_ha="-0.3496 / -0.4299" multiplicity=2 total_charge=+2 orbital_gap_ev="10.522 / 8.336"
C 0.300893 4.309984 -2.274709 -0.363 0.028 -0.170 -0.005
C 0.228256 3.013033 -1.827508 1.729 1.237 0.318 -0.085
H -0.513057 4.767461 -2.824014 -0.037 0.187 -0.408 0.275
H 1.201601 4.894713 -2.074215 -0.164 0.216 0.224 0.280
H 0.057635 2.229123 -2.541631 -0.755 -0.630 0.070 0.275
H 0.722938 2.904017 -0.851782 -0.372 -0.753 -0.186 0.260
C 0.137351 -2.896701 2.427606 0.631 1.404 0.103 -0.426
C -0.662865 -2.179106 0.138540 -0.578 -2.730 0.634 0.122
N -0.052961 -1.925471 1.252077 -1.327 0.866 -0.683 -0.408
H -0.475515 -2.476250 3.259058 0.296 -0.765 -0.633 0.261
H 1.211132 -2.824585 2.728543 -0.838 0.076 -0.339 0.263
H -0.045312 -3.939517 2.128022 -0.404 0.659 -0.005 0.261
H -1.244823 -3.190547 -0.049112 1.704 1.896 0.566 0.260
H -0.646183 -1.501774 -0.704560 -0.212 0.500 0.341 0.221
H 0.080501 -0.867594 1.381579 0.690 -2.190 0.167 0.447